# 1
142
Properties=species:S:1:pos:R:3:forces:R:3 method="wB97M-V/def2-TZVPD" e_homo_ha=-0.4420 charge=+1 energy_ev=-149965.768 lumo_energy_ev=-4.30
N -4.27180 3.80039 -1.93857 0.225 -0.549 -0.080
N -3.71672 2.94226 -1.00461 0.255 0.243 0.203
C -3.79937 1.62547 -1.11239 0.155 -0.192 -0.012
C -3.13422 0.80370 -0.19652 -0.194 -0.100 -0.263
C -3.23259 -0.68702 -0.37396 -0.111 0.017 0.064
C -3.29204 -1.48651 0.93029 -0.021 0.053 -0.191
C -3.65685 -2.96049 0.67713 0.029 -0.067 0.063
O -2.65648 -3.86895 1.09531 0.142 0.140 -0.016
C -2.44711 1.44047 0.80358 0.300 0.142 0.275
C -2.40829 2.84136 0.83951 -0.218 -0.272 -0.248
C -1.60396 3.60264 1.84544 0.002 0.050 0.137
C -0.50185 4.41698 1.16212 0.138 -0.085 -0.085
O 0.34617 5.07347 2.07896 -0.232 0.030 0.220
N -3.03748 3.56700 -0.07079 -0.130 0.278 0.079
H -4.80077 4.51301 -1.44747 0.143 0.000 -0.061
H -4.89112 3.27602 -2.55013 -0.018 0.228 0.086
H -4.37356 1.21587 -1.93223 -0.062 0.142 -0.008
H -2.39721 -1.03059 -0.99258 0.011 0.040 0.001
H -4.14338 -0.87840 -0.94779 0.049 -0.087 -0.038
H -4.02476 -1.01087 1.58084 0.084 -0.130 0.052
H -2.32093 -1.46832 1.43118 -0.031 0.080 0.018
H -3.76725 -3.14513 -0.39252 -0.064 0.000 0.015
H -4.61207 -3.19478 1.15686 -0.009 0.008 -0.030
H -2.45248 -3.71443 2.02346 -0.088 -0.104 0.020
H -1.90415 0.88994 1.56059 -0.069 -0.073 -0.029
H -2.25703 4.26121 2.42333 0.020 0.009 -0.039
H -1.14990 2.88674 2.53528 -0.043 0.018 0.024
H 0.08726 3.74666 0.52366 -0.020 0.060 -0.023
H -0.94771 5.18856 0.53524 0.023 -0.038 -0.064
H 0.41432 4.54894 2.88374 0.087 -0.041 -0.046
C -0.37094 2.54740 -2.04531 -0.080 -0.078 -0.110
C 1.12531 2.53522 -2.26637 -0.177 0.138 0.021
O 1.65483 1.21505 -2.01076 0.069 0.020 -0.033
C 1.49194 0.33198 -2.98518 0.003 -0.117 0.026
O 0.96838 0.50603 -4.04445 -0.013 0.035 0.045
C 2.08962 -1.03267 -2.56121 -0.081 0.139 -0.034
F 1.71948 -1.34268 -1.30878 0.015 -0.030 0.009
F 3.42067 -0.99226 -2.60978 0.005 -0.033 0.019
F 1.65453 -1.99142 -3.36953 0.046 -0.005 -0.030
H -0.59314 2.17849 -1.04289 0.018 0.022 -0.039
H -0.74984 3.56625 -2.14317 -0.002 0.005 0.020
H -0.88077 1.91555 -2.77355 0.025 0.022 -0.034
H 1.61802 3.18791 -1.55417 0.113 -0.167 -0.016
H 1.38587 2.84847 -3.27566 0.031 -0.077 -0.010
C 3.26870 -5.04000 -2.89458 -0.012 -0.114 -0.072
C 2.04715 -5.06706 -2.00814 0.062 0.184 0.094
O 1.19309 -6.19582 -2.32589 0.026 -0.052 0.008
C 1.54126 -7.35134 -1.79523 -0.081 -0.091 -0.005
O 2.46193 -7.57837 -1.06459 -0.001 0.054 -0.011
C 0.52790 -8.44990 -2.20282 0.165 0.142 0.093
F 0.23712 -8.40194 -3.50188 -0.022 -0.025 -0.008
F -0.60602 -8.28627 -1.50660 -0.032 -0.030 -0.030
F 1.02775 -9.64847 -1.91808 -0.101 -0.021 -0.120
H 2.98204 -5.02714 -3.94602 0.006 0.041 0.003
H 3.85474 -4.14423 -2.68651 -0.006 0.010 0.008
H 3.90320 -5.90818 -2.72609 0.009 0.020 0.022
H 1.41197 -4.20074 -2.17012 -0.043 -0.043 -0.034
H 2.31074 -5.11645 -0.95199 0.006 -0.070 -0.012
C 2.01905 -10.77621 1.05350 -0.013 -0.074 0.143
C 3.19279 -9.88384 1.37916 0.019 0.062 -0.159
O 3.45202 -9.85627 2.80749 0.007 -0.031 0.010
C 4.14939 -10.86758 3.29183 0.038 0.002 0.121
O 4.60545 -11.79939 2.69802 -0.040 0.029 -0.026
C 4.36383 -10.67002 4.81367 -0.005 -0.012 -0.130
F 3.23418 -10.30206 5.42651 -0.004 -0.005 0.016
F 5.27833 -9.70864 5.01503 -0.008 0.001 0.021
F 4.80181 -11.79072 5.37143 0.008 0.009 0.020
H 1.13347 -10.46155 1.60702 -0.005 0.030 -0.035
H 1.80414 -10.71403 -0.01096 0.014 -0.009 0.027
H 2.23148 -11.81501 1.30419 0.035 0.010 -0.015
H 2.99433 -8.84828 1.12003 -0.015 0.005 0.026
H 4.09876 -10.20498 0.86705 0.004 -0.039 0.043
C -6.92605 4.20540 2.56586 0.081 0.008 0.059
C -7.39952 2.84288 2.11476 -0.065 0.103 0.100
O -6.44580 1.82151 2.49472 -0.064 -0.103 -0.139
C -6.40175 1.44423 3.76274 0.161 -0.104 0.061
O -7.05623 1.83226 4.67862 -0.049 -0.026 -0.052
C -5.29560 0.36096 3.89033 -0.199 0.308 -0.341
F -4.25364 0.72258 3.10001 0.186 -0.105 0.346
F -5.73317 -0.82178 3.44238 -0.036 -0.015 0.043
F -4.87234 0.22455 5.12686 0.065 0.014 0.081
H -5.92032 4.40671 2.19029 -0.057 0.016 -0.019
H -7.59731 4.97695 2.19053 0.003 -0.011 0.013
H -6.91143 4.26774 3.65286 -0.028 -0.004 -0.016
H -7.43658 2.74961 1.03364 -0.028 0.042 0.034
H -8.38102 2.60278 2.52207 0.054 -0.085 0.088
C 8.17598 -8.61788 -3.70938 -0.015 0.015 -0.081
C 8.41450 -7.14770 -3.45759 0.031 -0.019 0.131
O 8.24682 -6.37508 -4.67419 -0.039 -0.002 -0.023
C 7.00769 -6.07209 -5.00651 -0.019 0.071 -0.112
O 6.00047 -6.34151 -4.41854 0.026 -0.024 0.047
C 7.00179 -5.23054 -6.30765 -0.005 -0.047 0.131
F 7.81119 -5.74572 -7.23278 0.000 0.001 -0.020
F 7.41461 -3.98433 -6.03158 0.003 0.001 -0.024
F 5.77220 -5.16339 -6.80643 0.004 0.016 -0.016
H 8.83377 -8.98183 -4.49825 0.015 -0.010 0.022
H 8.38393 -9.17953 -2.79886 0.002 -0.005 0.004
H 7.14271 -8.80337 -3.99911 -0.004 0.006 0.023
H 9.44072 -6.94930 -3.15942 0.003 0.000 -0.032
H 7.74037 -6.75068 -2.69979 -0.025 0.000 -0.031
C 5.26624 5.59184 3.05716 -0.016 0.079 -0.074
C 4.13362 4.76718 2.49370 0.028 -0.077 0.068
O 3.61266 5.35871 1.27424 0.060 0.004 -0.024
C 4.28829 5.09833 0.16813 -0.029 0.078 -0.078
O 5.24471 4.39664 0.03190 -0.033 -0.006 0.057
C 3.62325 5.83014 -1.02384 -0.021 -0.120 0.116
F 3.29687 7.08243 -0.71400 -0.002 0.065 -0.045
F 2.48114 5.18055 -1.36060 0.054 0.139 0.037
F 4.41631 5.83214 -2.08035 -0.004 0.026 -0.017
H 4.94426 6.61915 3.22691 -0.008 -0.012 0.057
H 5.58425 5.16768 4.00927 0.001 0.011 0.013
H 6.12048 5.59613 2.38181 0.003 -0.037 -0.001
H 3.27640 4.75031 3.16323 -0.007 0.024 -0.005
H 4.44228 3.74483 2.27846 0.007 0.012 -0.026
C -9.37290 2.55868 -4.33693 -0.003 0.012 0.120
C -9.23300 4.06007 -4.27024 -0.067 -0.015 -0.257
O -9.01951 4.50490 -2.89622 0.298 -0.040 0.048
C -7.80017 4.42853 -2.43402 -0.438 0.179 0.242
O -6.80272 4.03681 -2.97555 -0.111 -0.121 -0.278
C -7.74937 4.97999 -0.98845 0.144 0.037 0.238
F -8.69713 4.47989 -0.20101 -0.166 0.023 -0.219
F -7.82934 6.30511 -0.97973 -0.039 -0.047 -0.060
F -6.56399 4.63477 -0.43391 -0.048 0.108 -0.022
H -10.17925 2.21912 -3.68752 -0.012 -0.005 -0.029
H -9.60835 2.26651 -5.35957 -0.001 0.002 -0.005
H -8.44844 2.06235 -4.04423 0.008 -0.002 -0.026
H -10.14613 4.56764 -4.56708 -0.001 0.000 0.043
H -8.40804 4.42519 -4.87957 0.023 0.001 0.046
C 1.59726 8.31945 2.63018 0.107 0.057 0.037
C 1.56682 7.57705 3.94573 -0.143 -0.040 -0.106
O 2.76237 7.82646 4.72054 0.027 -0.003 0.008
C 2.77558 8.95452 5.41662 0.080 0.068 0.091
O 1.91160 9.77595 5.48612 0.020 -0.060 -0.042
C 4.10197 9.06155 6.20966 -0.150 0.006 -0.025
F 5.15261 8.74843 5.44538 0.034 -0.006 -0.019
F 4.06829 8.20858 7.24382 0.028 0.001 -0.007
F 4.26433 10.28990 6.67638 0.020 -0.016 0.008
H 2.49388 8.05958 2.06714 -0.029 -0.040 -0.032
H 0.72553 8.04045 2.03920 0.005 -0.016 -0.009
H 1.58225 9.39655 2.79029 -0.033 -0.003 0.012
H 1.57162 6.50231 3.78673 0.038 -0.001 0.002
H 0.69621 7.84616 4.54303 0.039 0.037 0.026

---

# 2
22
Properties=species:S:1:pos:R:3:forces:R:3 method="wB97M-V/def2-TZVPD" e_above_lowest_kj_mol=832.75 multiplicity=2 e_homo_ha="-0.6760 / -0.6746" charge=+2 s_squared=0.772 energy_ev=-11979.331 lumo_energy_ev="-14.95 / -15.08"
O 1.24761 0.02924 -0.20441 -2.385 -0.907 1.306
C 0.27206 -0.46512 0.36552 4.116 0.174 -0.262
C -0.97641 -0.95630 -0.33132 -0.727 0.456 2.416
N -1.80754 -0.03378 0.37233 -0.109 -1.680 -1.537
C 2.36369 2.95445 0.42975 1.101 0.007 -0.177
C -0.93919 -0.70743 -1.84760 0.614 2.017 -2.724
H 0.22456 -0.60735 1.47834 0.695 0.413 -0.383
H -1.16293 -2.05646 -0.09392 -0.045 0.368 -0.279
H -2.79902 -0.30185 0.43150 -0.524 -0.081 -0.340
H 3.22431 2.69633 1.05168 -0.213 -0.314 -0.099
H 1.52576 2.24471 0.48386 0.107 0.050 0.092
H 2.04442 3.92016 0.78519 -0.577 0.320 0.162
H 2.70760 3.04354 -0.60076 -0.106 -0.156 -0.036
H -0.83999 0.41858 -2.01287 -0.108 -1.462 0.148
H -0.03723 -1.19770 -2.36168 -1.117 0.264 1.276
H -1.85735 -1.02633 -2.32700 -0.155 -0.253 0.112
H 0.27054 -4.97729 -0.55673 -1.083 1.234 1.340
H -0.45097 -4.90726 0.84984 0.194 0.294 -0.669
O -0.22266 -4.35512 0.07289 0.773 -1.063 -0.658
H -1.05432 2.77822 1.78228 -0.004 0.076 0.013
H -1.19022 1.37945 0.96126 1.205 2.528 1.164
O -0.54271 2.12731 1.27187 -1.652 -2.284 -0.863

---

# 3
28
Properties=species:S:1:pos:R:3:forces:R:3 method="wB97M-V/def2-TZVPD" e_above_lowest_kj_mol=295.78 e_homo_ha=-0.4869 charge=+2 energy_ev=-15972.314 lumo_energy_ev=-7.28
C 0.98266 3.79416 -0.37152 3.812 -0.490 0.198
C 1.59704 2.53315 -0.51547 1.312 0.749 0.837
C 0.46703 1.47644 -0.56156 1.513 0.612 -0.474
C -0.35024 3.66141 -0.52814 -3.954 -0.864 -1.345
C -0.14691 0.81940 1.77123 0.088 0.093 -0.255
C 0.44017 0.62947 0.63285 0.993 -1.733 -0.323
C 3.99462 3.24283 -0.24912 0.869 -0.732 0.587
C -3.55504 -9.05637 0.58536 -0.109 -1.185 -0.381
N -0.87954 0.71252 2.68732 -1.524 -0.412 2.714
N -0.67163 2.31909 -0.72718 2.602 3.446 1.087
N -1.27457 4.67689 -0.64545 -0.331 -2.383 0.532
N 2.94272 2.28224 -0.38846 -1.686 -2.820 -2.357
N -3.28822 -9.38926 -0.60532 -2.444 0.475 -1.455
H 1.57497 4.69019 -0.20426 -0.582 -0.052 -0.051
H 3.35363 1.37903 -0.84873 -1.699 1.992 1.481
H 0.77817 -0.41916 0.57793 0.007 0.633 -0.301
H 4.46829 3.09328 0.71640 0.214 0.144 0.055
H 4.71356 3.12776 -1.03670 0.514 -0.432 -0.318
H 3.71409 4.23513 -0.35092 -1.058 1.861 0.096
H -2.83210 -9.51864 1.24618 -0.372 0.878 1.163
H 0.55446 0.78999 -1.39296 0.206 0.076 -0.546
H -4.53952 -8.58927 0.70787 0.745 0.208 0.840
H -0.76244 0.70735 3.70914 0.253 0.549 -0.901
H -1.52450 1.95509 -0.90035 -3.269 -1.066 -0.582
H -0.85236 5.59935 -0.62620 -0.885 -0.075 0.129
H -2.32580 4.45544 -0.56068 2.631 0.981 -0.264
H -4.05147 -9.19791 -1.30998 1.632 -0.331 0.354
H -2.52707 -10.00958 -0.81125 0.520 -0.121 -0.520